ORCA calculation (ωB97M-V with the def2-TZVPD basis set) on a molecular structure, C2H4N2O2 in a non-equilibrium geometry.

Computed properties:
* gap between HOMO and LUMO (alpha / beta): 0.23554 / 0.30085 hartree
* energy relative to the best compared isomer or geometry (same formula, charge and spin): 5.638 eV
* LUMO (alpha / beta): 0.0358 / -0.0629 Eh
* multiplicity: 3
* net charge: 0

Geometry as XYZ:
```
10
C2H4N2O2, DFT ωB97M-V with the def2-TZVPD basis set
O 1.408 1.228 -0.163
O -1.763 0.958 0.255
N 0.454 0.317 0.393
N -0.735 0.269 -0.466
C -0.657 -1.132 -0.187
C 0.631 -1.011 0.249
H -1.720 1.847 -0.111
H 1.474 -1.493 0.433
H -1.406 -1.890 -0.417
H 2.314 0.908 0.013
```


ORCA calculation (ωB97M-V with the def2-TZVPD basis set) on 8 unconnected molecules or ions with the total composition C15H48N2O8 in a non-equilibrium geometry.

Computed properties:
* gap between HOMO and LUMO: 0.34333 hartree
* LUMO: 0.0139 Eh
* structure (SMILES): COC[C@H](C)N.COC[C@H](C)N.CCO.CO.CO.CO.CO.CO
* net charge: 0

Geometry as XYZ:
```
73
C15H48N2O8, DFT ωB97M-V with the def2-TZVPD basis set
O -1.275 0.142 3.877
O 5.009 -0.657 3.137
O 0.355 1.574 -1.113
O -3.687 -2.164 -1.139
O 0.139 -3.276 -3.006
O 3.254 1.007 -1.187
O -0.944 3.373 -2.774
O 2.927 3.886 -0.568
N -5.219 -4.263 1.476
N 4.782 1.781 1.444
C -2.486 0.246 3.121
C 4.023 1.564 2.705
C 3.825 0.083 2.991
C -2.220 2.866 -3.068
C 2.672 2.256 2.576
C -4.322 -3.901 0.376
C -0.557 -2.026 -2.837
C -0.886 -1.482 -4.200
C 5.920 -0.160 4.089
C 1.758 4.680 -0.752
C -0.388 0.889 -0.113
C -3.939 -0.855 -1.614
C -4.657 -4.777 -0.820
C -4.458 -2.443 0.010
C 3.674 -0.332 -1.475
H 1.279 1.303 -1.064
H -6.176 -4.271 1.136
H -2.716 2.433 -2.187
H 3.132 3.530 -1.436
H 3.962 1.583 -1.489
H -5.661 -4.548 -1.192
H 4.138 1.733 0.662
H 0.035 -1.241 -4.729
H -1.357 -2.197 -2.117
H 5.401 0.976 1.381
H -4.030 -1.813 0.813
H -2.215 2.125 -3.876
H -5.192 -3.581 2.227
H 5.427 0.196 4.998
H 3.274 -0.354 2.154
H -4.975 -0.718 -1.947
H -3.726 -0.162 -0.790
H 4.623 2.018 3.494
H -3.294 0.671 3.710
H -5.506 -2.136 -0.106
H 0.108 -1.271 -2.394
H 3.517 -0.562 -2.531
H 6.543 0.629 3.654
H -2.762 -0.769 2.822
H 6.590 -0.969 4.381
H 2.796 3.331 2.461
H -0.168 -0.178 -0.138
H -0.488 2.731 -2.209
H 3.108 -1.014 -0.846
H -2.877 3.684 -3.375
H -4.643 -5.820 -0.503
H 2.003 5.719 -1.004
H -0.192 1.294 0.888
H -1.450 1.090 -0.256
H -1.441 -0.546 -4.072
H -1.455 -2.170 -4.823
H 0.960 -3.279 -2.510
H -3.972 -4.612 -1.647
H -2.307 0.777 2.184
H -1.369 0.685 4.663
H 2.173 1.878 1.677
H 4.737 -0.466 -1.262
H 1.994 2.042 3.405
H 3.168 -0.008 3.873
H -3.306 -0.683 -2.481
H 1.152 4.690 0.151
H 1.151 4.312 -1.581
H -3.291 -4.071 0.695
```


ORCA calculation (ωB97M-V with the def2-TZVPD basis set) on C2H5BO in the gas phase in a non-equilibrium geometry.

Computed properties:
* gap between HOMO and LUMO: 0.38913 hartree
* energy relative to the best compared isomer or geometry (same formula, charge and spin): 2.775 eV
* LUMO: 0.0252 Eh
* net charge: 0

Geometry as XYZ:
```
9
C2H5BO, DFT ωB97M-V with the def2-TZVPD basis set
O 0.395 1.289 0.551
C -1.275 -0.190 -0.452
C 0.006 0.161 0.187
B 1.505 -0.062 0.590
H 2.175 -0.110 -0.446
H 1.757 -0.324 1.651
H -1.484 -1.323 -0.424
H -1.051 0.033 -1.560
H -2.028 0.526 -0.097
```


no.,E_tot (Ha)
1,-338.2505
2,-1311.5820
3,-179.2324